## 1
Below is a 2-piece molecular cluster, C2O3S overall, with properties calculated with ωB97M-V/def2-TZVPD.

```
6
Properties=species:S:1:pos:R:3:nbo_charge:R:1
C -0.260 -2.223 0.390 0.40
C 0.264 2.077 -0.413 1.03
O -0.621 -3.069 -0.322 -0.46
O 0.535 3.170 -0.099 -0.51
O -0.089 0.999 -0.668 -0.52
S 0.171 -0.954 1.111 0.06
```

Computed properties:
- frontier orbital gap (eV) = 10.798
- HOMO energy (eV) = -10.476
- SMILES = O=C=O.O=C=S

## 2
Below is a 2-piece molecular cluster, C2O3S overall, with properties calculated with ωB97M-V/def2-TZVPD.

```
6
Properties=species:S:1:pos:R:3:nbo_charge:R:1
C -1.285 -1.045 -1.326 1.02
C 1.374 1.034 1.304 0.42
O -0.246 -1.571 -1.425 -0.52
O 2.447 1.397 0.991 -0.45
O -2.232 -0.405 -1.179 -0.51
S -0.059 0.590 1.636 0.03
```

Computed properties:
- frontier orbital gap (eV) = 11.311
- HOMO energy (eV) = -10.940
- SMILES = O=C=O.O=C=S

Energies relative to the minimum, kJ/mol: 1 29.9; 2 0.0

## 1
Below is an isolated ion of composition C5H8NS and charge +1, with properties calculated with ωB97M-V/def2-TZVPD.

```
15
Properties=species:S:1:pos:R:3:nbo_charge:R:1
C -1.792 0.812 -0.470 -0.03
C -2.396 1.272 0.638 -0.41
C -0.243 0.218 1.033 0.12
C 1.083 -0.473 1.564 -0.65
C 0.296 -0.483 -1.181 -0.42
N -0.577 0.219 -0.227 -0.29
S -1.484 0.853 2.004 0.62
H -2.163 1.188 -1.383 0.26
H -3.319 1.846 0.607 0.29
H 1.335 0.198 2.406 0.26
H 0.914 -1.519 1.930 0.27
H 1.782 -0.334 0.737 0.25
H 0.409 -1.387 -0.672 0.22
H -0.095 -0.601 -2.220 0.26
H 1.296 -0.043 -1.315 0.24
```

Computed properties:
- frontier orbital gap (eV) = 10.537
- HOMO energy (eV) = -14.567
- charge = +1

## 2
Below is an isolated ion of composition C5H8NS and charge +1, with properties calculated with ωB97M-V/def2-TZVPD.

```
15
Properties=species:S:1:pos:R:3:nbo_charge:R:1
C 0.800 0.413 0.022 0.18
C 3.294 0.342 -0.021 0.10
C -0.104 -0.752 0.019 -0.52
C -1.621 -0.193 0.345 -0.38
C -1.493 1.234 -0.216 -0.58
N 2.051 0.405 0.029 -0.31
S 0.050 1.940 0.161 0.48
H 3.891 0.118 -0.914 0.23
H 3.872 0.479 0.907 0.22
H -0.218 -1.611 -0.742 0.31
H 0.242 -1.428 0.814 0.27
H -2.458 -0.727 -0.115 0.26
H -1.715 -0.149 1.508 0.24
H -1.545 1.397 -1.281 0.24
H -2.190 1.937 0.161 0.26
```

Computed properties:
- frontier orbital gap (eV) = 9.229
- HOMO energy (eV) = -13.918
- charge = +1

Energies relative to the minimum, kJ/mol: 1 0.0; 2 142.6